15
Properties=species:S:1:pos:R:3:forces:R:3 method="wB97M-V/def2-TZVPD" gap_ev=11.60 e_above_lowest_kj_mol=0.0 total_energy_ev=-25971.574 charge=0 fmax_ev_per_a=0.42 e_homo_ev=-11.13
O -0.58907 -2.51384 -0.01840 0.1412 -0.0583 -0.0006
C -0.07798 -1.47998 0.26616 -0.1498 0.2254 0.1423
O 0.42871 -1.18356 1.48163 -0.0691 -0.1341 -0.1361
C 0.78554 0.20081 1.56578 -0.0565 0.2935 -0.0273
C 1.03441 0.66811 0.12516 -0.0831 -0.2418 0.3325
C 0.13489 -0.27467 -0.66850 0.2606 -0.2692 0.0216
S -1.43109 0.45978 -1.11726 0.0785 -0.0807 -0.2038
O -2.43360 0.10204 -0.18313 -0.0641 0.0448 0.1218
O -1.22294 1.80347 -1.52399 0.0218 0.0271 -0.0199
F -1.71366 -0.35509 -2.42698 0.0016 0.0078 0.1233
H -0.04641 0.73944 2.02302 -0.0206 -0.0130 -0.0129
H 1.65326 0.29586 2.21043 0.0705 -0.0946 -0.0171
H 2.06806 0.48136 -0.16029 0.0098 0.0632 -0.0110
H 0.80917 1.72239 -0.00391 -0.0015 0.0089 -0.1213
H 0.60071 -0.66611 -1.56970 -0.1394 0.2211 -0.1914

74
Properties=species:S:1:pos:R:3:forces:R:3 method="wB97M-V/def2-TZVPD" gap_ev="5.67 / 5.36" s2=0.861 spin_multiplicity=2 total_energy_ev=-81134.767 charge=+1 fmax_ev_per_a=3.96 e_homo_ev="-9.85 / -9.70"
Fe 1.06097 -0.90222 0.76772 0.8028 1.7120 -3.4751
C -1.07653 -4.33492 -0.48508 0.1447 -0.0109 0.0340
C -1.29733 -2.98702 -0.20268 0.0576 0.0650 0.0008
N -0.22943 -2.47202 0.38992 0.4577 0.6264 0.4072
N 0.68967 -3.44062 0.48852 0.0312 -0.9802 -0.1880
C 0.20227 -4.58062 -0.02478 -0.1970 -0.0867 -0.1965
B 2.06067 -3.14902 1.15682 0.1952 -0.9568 0.8690
N 2.80467 -2.06832 0.38342 -0.7798 0.5789 0.4181
C 3.21937 -2.16522 -0.99178 -0.2079 0.1289 -0.2065
C 4.18407 -1.03512 -1.10258 0.0030 0.7904 1.2806
C 4.04897 -0.30332 0.04582 0.9269 -0.3693 -2.9917
N 3.19547 -0.87582 0.90632 -2.0889 -0.5819 2.2499
N 1.77757 -2.60202 2.54852 0.4194 -0.6538 0.4634
C 2.09087 -3.08672 3.75402 0.0065 0.1102 0.4696
C 1.65917 -2.17972 4.70342 0.1010 -0.2185 -0.1865
C 1.08117 -1.14982 3.96762 -0.0153 -0.0270 -0.1671
N 1.15647 -1.42432 2.67042 -0.1096 0.2631 0.0785
H -1.75053 -5.02642 -0.94758 -0.1172 -0.1277 -0.0451
H -2.16663 -2.38792 -0.39218 -0.1458 0.1556 -0.0176
H 0.78017 -5.48272 -0.03738 0.1609 -0.1481 0.0674
H 2.68617 -4.15912 1.20402 0.0408 -0.4213 0.0277
H 3.61187 -3.15412 -1.25478 -0.1053 0.0877 0.1677
H 4.79097 -0.82702 -1.95898 0.1845 0.0779 -0.1897
H 4.53287 0.61738 0.31262 0.0317 0.1772 0.0412
H 2.58907 -4.02732 3.87792 0.1094 -0.1712 -0.0965
H 1.75547 -2.25072 5.76682 -0.0049 -0.0297 0.1886
H 0.62957 -0.24882 4.32502 -0.1590 0.2669 -0.0051
C -3.43783 0.50868 -1.19678 -0.0630 0.0073 -0.0286
C -3.36693 1.93658 -1.64698 0.0533 0.0791 0.0863
C -4.23103 2.41638 -2.62318 0.0689 0.0363 -0.0133
C -4.19363 3.73958 -3.02778 -0.0175 0.0346 -0.0108
C -3.28593 4.61868 -2.45818 -0.0409 0.0043 -0.0264
C -2.41093 4.16228 -1.48958 0.0399 -0.0900 -0.0039
C -2.44783 2.83218 -1.08958 -0.1521 0.1138 -0.2058
N -1.54763 2.38908 -0.08198 0.1430 0.0065 0.1380
C -0.62353 1.41678 -0.27728 0.2925 -0.0957 0.6710
N -0.33573 1.12728 -1.55758 -0.4068 0.4467 -0.5210
C 0.50087 0.12178 -2.03498 -0.1794 0.4978 -2.0800
C 1.12917 -0.75782 -1.19728 0.8160 -1.3675 1.1450
C 1.92057 -1.87552 -1.83248 0.2487 1.4730 -1.2502
C 2.26807 -1.66382 -3.26648 -0.8406 -0.3528 0.3501
C 1.60417 -0.75272 -4.01878 0.8995 -0.7475 -0.2680
C 0.65267 0.11068 -3.46358 -0.4668 0.1541 1.9804
C -0.13453 1.02908 -4.34328 0.2139 -0.2133 -0.1765
N -0.00903 0.81628 0.70392 0.3859 -0.9835 0.2199
C -0.39863 1.09318 2.02002 -0.8247 0.8593 1.0077
C -1.54683 0.49588 2.54522 0.2989 0.1509 -0.1191
C -1.97383 0.81438 3.81872 -0.0085 0.1006 0.1148
C -1.26433 1.74128 4.56922 -0.0226 -0.0274 0.0083
C -0.10903 2.31428 4.06022 -0.1252 -0.0628 0.1087
C 0.34967 1.99778 2.79042 -0.2505 -0.2967 -0.3166
C 1.60487 2.57428 2.21942 -0.0276 0.0167 0.0106
H -4.43293 0.10898 -1.37398 -0.0386 -0.0557 0.0180
H -3.20863 0.42868 -0.13608 -0.0216 -0.0838 0.0678
H -2.72513 -0.11002 -1.74398 0.0494 -0.1037 -0.0079
H -4.95413 1.74098 -3.05648 -0.0844 -0.0548 -0.0468
H -4.88563 4.08758 -3.77858 -0.0581 0.0453 -0.0870
H -3.25753 5.65188 -2.76828 -0.0076 0.0818 -0.0118
H -1.69103 4.82738 -1.03608 0.0722 0.0620 0.0442
H -1.66373 2.73368 0.85992 0.0232 -0.1395 0.0273
H -0.77973 1.71148 -2.25618 0.0414 -0.0547 0.3146
H 1.31047 -2.79402 -1.76608 -0.0138 0.1164 0.0347
H 3.02327 -2.30862 -3.68758 0.0586 -0.0962 -0.2683
H 1.81977 -0.67122 -5.07348 0.0232 0.0199 -0.1279
H 0.06757 0.79468 -5.38458 -0.0275 0.0462 -0.0749
H 0.13567 2.07668 -4.19018 -0.0081 0.0513 0.1174
H -1.21023 0.92078 -4.18528 -0.0228 0.0314 0.1107
H -2.07873 -0.22932 1.94582 -0.0653 -0.0745 -0.0654
H -2.85983 0.35168 4.22372 -0.0985 -0.0590 0.0479
H -1.60893 2.01148 5.55462 -0.0180 0.0195 0.1288
H 0.44197 3.02208 4.66112 0.1048 0.0754 0.0594
H 2.17267 3.09778 2.98292 0.0726 0.0502 0.0162
H 1.37277 3.27388 1.41602 0.1037 0.0621 -0.0919
H 2.21187 1.77098 1.80022 0.1383 0.0595 -0.0238

53
Properties=species:S:1:pos:R:3:forces:R:3 method="wB97M-V/def2-TZVPD" gap_ev=4.07 total_energy_ev=-69681.005 charge=+2 fmax_ev_per_a=8.91 e_homo_ev=-12.92
C 0.31285 -4.15277 0.11728 -2.7455 2.5166 -0.8157
C -0.77400 -3.22376 -0.29795 2.7074 -0.9574 1.2394
C -0.54189 -1.61165 -0.68304 0.1874 1.0527 -1.4015
C -0.10970 -0.54315 0.53256 -0.3262 1.3306 -2.9472
C 0.03302 -1.04752 2.08019 -0.3266 -0.8906 -0.2523
C -1.40437 -0.73035 2.87540 1.5090 -3.2978 -4.5381
C -2.42380 -1.98883 2.45420 0.0462 0.3800 1.3131
F -1.23533 -0.86510 4.36132 2.5870 -0.9819 -0.9434
C 0.14167 1.04130 0.19240 -0.6546 -3.6258 -3.8420
P 0.61021 2.46489 1.31022 -0.5095 1.2801 -0.5696
C 1.28488 2.06363 3.02367 1.0723 -0.0433 1.8171
C 0.07998 2.00918 4.18434 0.1729 0.8355 0.1492
C 1.98510 3.61754 0.54618 1.9044 -0.3701 0.1917
C 1.79450 5.18217 1.00182 0.1448 -0.5664 1.2040
C -0.10624 1.42795 -1.41787 -0.7241 -2.2426 -1.0866
C -0.52338 0.40628 -2.62023 0.2841 -1.4086 4.3181
C -0.75941 -1.19306 -2.25345 0.8535 3.0135 2.2180
C -1.13525 -2.17156 -3.50719 0.2326 1.2195 -1.1574
Cl -2.61947 -3.29712 -3.17680 1.6153 1.0741 0.1005
C 0.13796 -2.97121 -4.17756 0.8071 0.5170 -0.5932
C 1.42541 -3.18879 -3.19350 0.4066 -1.1678 -1.2242
C -0.61846 1.23166 -4.02760 -1.1642 0.2537 -2.9089
O -1.23552 1.00246 -5.18775 4.2001 1.2265 7.7668
N 0.21223 2.48284 -3.67238 -3.2829 -1.4574 0.8467
C -0.03687 2.85086 -2.21025 -0.4444 4.2941 0.1396
O -0.19279 4.12298 -1.83603 1.1822 -8.1459 -1.8510
H 1.43172 -4.00531 -0.19455 -2.3475 0.1224 1.0383
H 0.05177 -5.06877 0.79601 0.3793 1.5267 -2.0067
H -1.88853 -3.59804 -0.32162 2.3432 0.8920 0.3571
H 0.97401 -0.66941 2.65854 -2.0255 -0.1892 -1.1731
H 0.11151 -2.23944 2.13315 -0.1986 2.6908 -0.4056
H -1.87779 0.28658 2.54406 1.2610 -1.0529 0.7766
H -2.85544 -1.88039 1.36944 0.9999 -0.0912 2.1678
H -3.32087 -1.97276 3.24070 1.1191 -0.3638 -1.5733
H -1.87736 -3.02850 2.63672 -1.1633 2.4122 -0.5030
H 1.93215 3.01331 3.35732 -1.4074 -2.0280 -1.1099
H 2.03637 1.16315 3.10525 -1.5890 1.6493 -0.0750
H -0.98794 1.93573 3.65509 1.8517 0.0265 0.9060
H 0.25514 1.16586 4.97976 -0.3213 1.5936 -1.5401
H 0.05477 3.06524 4.74157 0.0036 -2.4732 -1.1873
H 2.99172 3.24815 1.07090 -2.1057 0.6557 -1.2250
H 2.14521 3.44410 -0.59734 -0.5752 0.3937 2.2039
H 1.30008 5.87829 0.20170 1.0224 -1.5462 1.5808
H 1.13011 5.15422 1.99280 1.2808 0.3492 -2.1797
H 2.86829 5.55975 1.35934 -2.4741 -0.6008 -1.0851
H -1.53814 -1.45797 -4.37760 0.7823 -1.4769 2.2315
H -0.20064 -3.99090 -4.69145 0.5727 2.2535 1.4487
H 0.52091 -2.29560 -5.08446 -1.0118 -1.2987 2.0141
H 1.20212 -4.11850 -2.52039 0.5563 2.0274 -0.9505
H 2.33171 -3.51559 -3.89979 -1.9946 0.7054 1.5551
H 1.79657 -2.23699 -2.62471 -1.0371 -1.8349 -0.9456
H 0.03215 3.22245 -4.38610 0.1737 -0.4111 1.0652
Ca -2.92087 0.02252 4.43762 -3.8300 2.2300 1.4416

35
Properties=species:S:1:pos:R:3:forces:R:3 method="wB97M-V/def2-TZVPD" gap_ev="7.42 / 7.76" s2=8.770 spin_multiplicity=6 total_energy_ev=-114248.998 charge=0 fmax_ev_per_a=2.62 e_homo_ev="-7.29 / -7.76"
Mn -0.34278 0.83186 -0.29443 2.5662 0.4449 -0.3007
Cl 0.20841 1.42113 -4.32492 0.3316 0.0100 -0.0986
C -1.30152 1.33978 -3.49780 0.0124 0.0281 0.6241
C -1.29148 1.33451 -2.10051 -1.2971 -0.0044 -0.1393
C -2.56489 1.23137 -1.52149 0.4257 0.2809 -1.3441
Cl -2.58349 1.14695 0.22857 -1.4145 0.1090 0.9819
C -3.76113 1.17534 -2.21730 -0.2118 -0.0230 0.0226
Cl -5.27942 1.07332 -1.41037 0.0405 -0.0036 0.0920
C -3.70663 1.20231 -3.60883 -0.0729 -0.0238 0.1451
Cl -5.16121 1.14329 -4.52065 -0.0274 -0.0075 -0.0108
C -2.47255 1.27016 -4.25012 0.0363 0.0113 -0.0835
Cl -2.42783 1.25268 -5.97089 0.0766 0.0326 0.0086
N 1.47159 1.78420 0.83430 -0.1981 0.1364 -0.3726
C 2.11696 0.88778 1.77930 0.1227 -0.2121 0.2318
C 3.15669 1.37020 2.56229 0.0017 -0.0161 -0.0864
C 3.83299 0.53472 3.43358 0.0190 0.0133 0.0520
C 3.44398 -0.78855 3.55591 0.0645 0.0702 0.0457
C 2.37853 -1.26039 2.81659 -0.0376 0.1255 -0.0753
C 1.70905 -0.44429 1.90635 -0.0860 0.3856 -0.0507
C 0.65841 -1.04186 1.05327 -0.4418 -0.8304 -0.7477
C -0.28103 -1.92626 1.60311 0.1705 0.1468 0.1630
C -1.14458 -2.62891 0.78220 -0.0856 -0.0005 -0.0080
C -1.05239 -2.50451 -0.59798 0.1599 -0.1409 -0.2431
C -0.11638 -1.64161 -1.16535 0.0381 -0.4707 0.7096
C 0.75127 -0.88430 -0.35906 0.5743 0.1951 0.0519
H 2.09224 1.89235 0.01939 -0.3808 -0.0658 0.3420
H 1.38039 2.70385 1.26652 0.0632 -0.1593 -0.1573
H 3.45763 2.40581 2.46681 0.0185 0.0622 -0.0270
H 4.66857 0.91096 4.00341 0.0544 0.0641 0.0672
H 3.98603 -1.45489 4.20873 0.0125 -0.0559 0.1227
H 2.07119 -2.29023 2.90809 -0.0052 -0.1402 -0.0334
H -0.32911 -2.04914 2.67792 -0.0803 -0.0694 0.0919
H -1.88170 -3.28838 1.21689 -0.0599 -0.0427 0.0327
H -1.69077 -3.09560 -1.23932 -0.1461 -0.0788 -0.0101
H 0.00495 -1.61366 -2.24421 -0.2434 0.2292 0.0035

Sequential M output: 168.1; 597.3; 437.9; 472.5 g mol⁻¹